Entry 1:
The following is a quantum chemistry calculation of a structure of composition C26H21KN11O2PS, from the OMol25 dataset.

Calculated values
energy above the lowest of the compared OMol25 structures with the same formula, charge and spin	38.4	kJ/mol
gap between HOMO and LUMO	5.41	eV
max |F|	0.43	eV Å⁻¹
charge	-2
LUMO energy	3.51	eV
E_HOMO	-1.91	eV

The geometry in XYZ format:
```
63
Properties=species:S:1:pos:R:3:forces:R:3
K 0.942181 -1.139256 1.408231 0.16 -0.11 0.13
O -3.525280 -1.970378 0.565728 0.11 -0.08 -0.02
C -2.654200 -1.094634 0.585779 -0.22 0.37 -0.01
O -1.401053 -1.194849 0.489376 -0.27 -0.10 -0.07
C -3.169476 0.375944 0.750992 0.03 -0.06 0.02
P -1.766649 1.550657 0.661407 0.19 0.07 -0.23
C -0.944830 1.383376 2.284936 -0.11 0.05 0.13
C -1.408532 0.551688 3.305306 0.04 -0.02 -0.01
C -0.730978 0.466453 4.513274 0.03 -0.03 -0.02
C 0.418852 1.214120 4.727824 -0.02 0.00 -0.02
C 0.889187 2.042344 3.720617 0.08 -0.02 -0.04
C 0.221385 2.116790 2.504766 -0.01 -0.02 -0.04
C -2.634148 3.169448 0.911968 -0.10 -0.08 0.15
C -2.733332 4.042539 -0.168732 -0.01 -0.02 0.02
C -3.391005 5.261515 -0.049746 0.00 0.00 0.00
C -3.952659 5.630365 1.163230 0.00 0.00 -0.01
C -3.853533 4.774296 2.254023 0.00 -0.02 0.00
C -3.202067 3.556794 2.127035 0.01 0.02 -0.01
H -3.753040 0.459914 1.671110 0.00 0.01 0.00
H -3.852196 0.606139 -0.070452 0.00 -0.01 -0.01
H -2.268491 -0.083428 3.134886 -0.03 0.03 0.04
H -1.054682 -0.237133 5.267840 0.01 0.00 0.00
H 0.980155 1.085598 5.644152 0.00 0.00 0.00
H 1.812511 2.591320 3.860275 0.00 0.00 0.00
H 0.631323 2.722800 1.702753 -0.05 0.04 0.01
H -2.278346 3.759794 -1.111811 0.00 0.01 0.00
H -3.454981 5.926680 -0.903028 0.00 0.00 0.00
H -4.458609 6.583426 1.262671 0.00 0.00 0.00
H -4.283071 5.059708 3.207218 0.00 0.00 0.00
H -3.115484 2.897733 2.983782 0.00 0.01 0.00
N 4.213359 -0.887232 3.370278 0.00 0.13 -0.03
C 3.182730 -1.166670 4.253910 -0.07 -0.11 0.15
N 3.350689 -0.937365 5.557877 0.08 0.04 -0.04
N 2.184015 -1.314023 6.107758 -0.08 -0.04 -0.02
N 1.376417 -1.739694 5.187937 0.03 0.03 0.06
N 1.975543 -1.649989 3.979196 0.08 -0.03 -0.28
C 4.415868 -1.209097 2.037963 0.09 -0.01 0.00
N 5.566855 -0.863064 1.454081 0.01 0.01 0.06
N 5.434931 -1.290024 0.191555 -0.03 -0.05 -0.02
N 4.280406 -1.855876 0.034428 0.06 -0.02 0.01
N 3.590144 -1.828673 1.201554 -0.06 0.13 0.10
H 5.021701 -0.482971 3.808892 0.00 -0.01 0.01
S 0.873805 -0.948194 -6.006946 0.09 -0.09 0.04
C 1.003631 -0.712337 -4.238135 -0.14 0.05 -0.11
C -0.065420 -0.184462 -3.530386 0.03 0.04 0.04
C 0.072781 -0.021214 -2.158023 0.04 -0.04 -0.04
N 1.183563 -0.340488 -1.498705 0.02 -0.07 0.06
C 2.207042 -0.852081 -2.185340 -0.02 0.01 -0.06
C 2.163511 -1.048057 -3.562616 0.01 -0.03 0.06
C 0.474810 -2.683728 -6.044221 0.02 0.08 0.01
C -0.629119 -3.196557 -5.375979 0.03 -0.04 0.05
C -0.891881 -4.552812 -5.476576 0.01 -0.02 -0.01
N -0.159648 -5.402391 -6.198952 0.01 0.01 0.01
C 0.894497 -4.896696 -6.831290 -0.01 0.02 0.00
C 1.259406 -3.558365 -6.781138 -0.05 -0.04 -0.08
H -0.984743 0.090465 -4.030207 0.00 0.00 0.00
H -0.736363 0.370921 -1.555526 -0.01 -0.01 -0.01
H 3.083667 -1.138834 -1.608102 0.00 0.01 0.01
H 3.015460 -1.466829 -4.081169 0.00 0.00 -0.01
H -1.260355 -2.557553 -4.773437 0.00 -0.01 0.01
H -1.738605 -4.980451 -4.951623 0.00 0.02 0.00
H 1.491901 -5.599876 -7.402617 0.00 0.01 0.00
H 2.140436 -3.205553 -7.299854 0.01 0.00 0.01
```
Positions in Å, forces in eV/Å.

***

Entry 2:
The following is a quantum chemistry calculation of a structure of composition C12H28AuIO3P2 in a non-equilibrium geometry, from the OMol25 dataset.

Calculated values
gap between HOMO and LUMO (spin up / spin down)	7.99 / 5.36	eV
max |F|	5.47	eV Å⁻¹
multiplicity	3
charge	+2
<S²>	2.008
LUMO energy (spin up / spin down)	-7.16 / -9.75	eV
E_HOMO (spin up / spin down)	-15.14 / -15.11	eV

The geometry in XYZ format:
```
47
Properties=species:S:1:pos:R:3:forces:R:3
C 6.668146 0.892073 -1.772470 0.14 -0.09 0.08
C 5.687152 0.173395 -0.886672 1.38 -2.03 1.98
H 7.683176 0.559600 -1.540605 -0.20 -0.08 0.11
H 6.602804 1.971017 -1.604276 -0.16 -0.15 -0.09
H 6.455641 0.671455 -2.822694 -0.13 0.11 0.16
O 5.878211 -0.651716 -0.033996 -0.72 2.15 -2.19
I 3.616042 0.826257 -1.320338 -0.33 0.11 -0.07
Au 0.060204 -0.214912 0.222229 0.10 1.11 -1.18
P -0.116907 -1.622768 -1.607869 -0.19 -0.97 -1.01
C -0.757315 -3.243600 -1.136896 -0.10 -0.13 -0.01
C -1.276960 -0.887721 -2.779958 0.03 0.35 0.05
H -1.506542 -1.592802 -3.587687 0.02 0.13 0.16
H 1.303435 -2.549991 -3.336837 -0.10 0.09 0.17
H -0.802889 0.012462 -3.196308 -0.18 -0.23 -0.01
H 1.890228 -0.953607 -2.764719 -0.20 -0.30 0.00
H -1.775419 -3.147411 -0.739350 0.22 -0.02 -0.09
H -2.187248 -0.574853 -2.250014 0.20 -0.18 -0.26
C 1.444940 -1.908322 -2.459144 0.24 0.09 -0.04
H -0.774527 -3.900120 -2.015174 -0.02 0.09 0.18
H 2.145160 -2.388107 -1.768481 -0.07 0.02 -0.11
H -0.112774 -3.687910 -0.369865 -0.11 0.00 -0.18
P 0.266421 1.695033 1.516352 0.05 1.07 0.91
C -0.219851 1.391781 3.228556 -0.08 0.02 0.13
C 1.938322 2.365132 1.561427 0.22 0.00 -0.12
H -0.429053 3.266426 -0.131395 -0.15 0.04 0.25
H -0.884648 3.822146 1.514988 -0.02 -0.16 -0.13
H -1.830246 2.524230 0.671366 0.25 0.24 0.14
C -0.834927 2.957415 0.842562 -0.01 -0.07 -0.34
H 2.294943 2.562411 0.543002 -0.16 0.05 0.32
H 1.976182 3.286904 2.154059 -0.12 -0.16 -0.07
H -0.054577 2.299327 3.821813 -0.05 -0.19 -0.07
H 0.381913 0.575994 3.645560 -0.09 0.20 0.00
H 2.608525 1.621354 2.003566 -0.06 0.12 -0.02
H -1.281179 1.117429 3.277458 0.23 0.07 -0.01
C 0.078862 -1.545521 1.635572 1.07 -3.75 3.84
O 0.329757 -2.330485 2.438006 -0.92 2.50 -2.54
C -4.228533 -1.409282 0.112972 0.75 -0.46 0.21
C -3.863714 0.056739 0.411462 -2.63 0.87 -0.63
C -4.011652 0.479761 1.884590 0.77 -0.27 0.39
O -2.637469 0.375427 -0.077032 0.54 -0.14 0.09
H -3.518795 -2.083813 0.612981 -0.30 0.02 0.08
H -4.155731 -1.603944 -0.962783 -0.15 0.13 0.16
H -5.256178 -1.617566 0.441991 0.39 0.15 -0.03
H -4.676032 0.636483 -0.107388 0.80 -0.13 0.04
H -3.285311 -0.062313 2.506988 -0.30 -0.04 0.02
H -3.795020 1.548237 1.992520 -0.19 -0.15 -0.10
H -5.036563 0.288275 2.231930 0.37 -0.02 -0.19
```
Positions in Å, forces in eV/Å.

***

Entry 3:
The following is a quantum chemistry calculation of a structure of composition C29H34AsCl2GaNO5 in a non-equilibrium geometry, from the OMol25 dataset.

Calculated values
energy above the lowest of the compared OMol25 structures with the same formula, charge and spin	0.0	kJ/mol
gap between HOMO and LUMO	6.97	eV
max |F|	2.86	eV Å⁻¹
charge	+1
LUMO energy	-3.52	eV
E_HOMO	-10.49	eV

The geometry in XYZ format:
```
73
Properties=species:S:1:pos:R:3:forces:R:3
Ga 2.005758 -1.926922 0.744449 -0.72 1.43 0.03
O 1.292615 -5.654055 1.949868 -0.40 -0.83 0.64
C 1.504058 -4.407014 1.859770 1.89 1.80 -1.17
O 1.910738 -3.832248 0.801166 -0.97 -1.79 1.82
C 1.471218 -3.727927 3.188654 -0.74 0.85 -0.02
O 1.541571 -2.319571 2.974283 0.66 0.10 0.95
C 2.669338 -1.641116 3.721303 -0.65 -0.65 0.23
C 3.904859 -1.585155 2.787626 0.31 0.94 1.49
O 5.018965 -1.597001 3.276690 -1.45 -0.18 -1.28
O 3.565663 -1.308751 1.529867 0.40 -0.69 0.14
H 1.671866 -6.144254 1.227021 0.04 -0.60 -1.14
H 0.592730 -4.112448 3.743401 0.11 0.73 -0.20
H 2.326794 -4.044362 3.767756 0.47 -0.44 -0.03
H 2.312245 -0.626388 3.947065 0.09 -0.21 -0.46
H 2.855668 -2.093547 4.735821 -0.12 -0.03 -1.31
Cl 3.374888 -2.297077 -1.375532 0.28 -0.27 -0.63
C 5.142578 -2.345166 -1.073649 0.84 -0.08 1.24
Cl 6.029325 -3.832036 -1.429161 -0.78 -0.01 0.12
H 5.277700 -2.065695 -0.026661 -0.17 -0.34 -0.12
H 5.645376 -1.608722 -1.647635 -0.22 0.80 -0.80
C -3.396842 4.264338 3.640673 0.13 1.32 0.55
C -2.413303 3.434580 2.842582 -1.04 -2.08 0.04
C -1.540039 3.990502 1.932391 0.39 1.23 1.30
C -0.598586 3.232680 1.220612 -0.45 1.04 -0.97
C 0.293884 4.023471 0.229233 0.42 -1.06 0.08
C -0.631593 1.833896 1.333316 -0.45 -0.50 -0.13
As 0.629942 0.906281 0.095102 0.22 -1.21 -0.68
N 0.404151 -1.194169 0.121328 1.44 2.27 0.77
C -0.183327 -1.920351 -0.931334 -0.40 -1.83 0.37
C 0.290296 -1.923691 -2.267593 -2.02 -1.10 0.45
C -0.214788 -2.922298 -3.118949 0.51 -1.16 -0.27
C -0.956349 -4.045481 -2.624828 0.10 1.77 -0.51
C -1.526874 -3.949300 -1.367148 0.16 0.94 0.76
C -1.153557 -2.889829 -0.504145 -0.08 -0.16 -0.65
C -0.254383 1.225180 -1.645644 -1.15 0.48 -0.58
C -1.658327 0.987393 -1.820800 1.18 -0.22 0.75
C -2.541276 0.338172 -0.771322 -0.81 -0.92 -0.78
C -2.295161 1.448122 -2.952464 -0.47 -0.24 -1.28
C -1.697315 2.236271 -3.940755 1.40 0.35 1.54
C -2.483189 3.027837 -4.930665 -0.87 0.99 -1.30
C -0.301219 2.461574 -3.762427 -1.30 -0.81 -0.33
C 0.416663 1.909618 -2.705998 -0.06 0.27 0.42
C 1.907936 2.159928 -2.684054 0.33 -0.30 0.93
C -1.530507 1.209687 2.239842 0.66 0.49 0.24
C -1.382675 -0.256406 2.629037 -0.09 0.48 0.81
C -2.432978 2.010020 2.939386 0.23 0.29 0.49
H -3.699957 5.169402 3.033429 0.21 -0.98 0.71
H -2.948087 4.672358 4.609535 -0.39 -0.58 -1.27
H -4.305799 3.710229 3.942068 0.52 0.18 -0.34
H -1.531477 5.112320 2.015968 0.33 -1.12 -0.88
H 0.158495 5.112147 0.305611 -0.18 -0.49 0.08
H 0.078233 3.699533 -0.825566 0.28 0.40 0.94
H 1.369793 3.819355 0.469460 -0.73 0.11 -0.40
H 0.924926 -1.146469 -2.640339 0.26 0.31 -0.08
H 0.047090 -2.902038 -4.201287 -0.04 -0.09 1.00
H -1.199335 -4.898872 -3.243637 0.00 0.23 -0.27
H -2.326187 -4.629100 -1.067641 0.47 -0.08 0.07
H -1.635070 -2.849895 0.511188 0.80 0.24 -1.07
H -2.033068 -0.307628 -0.059878 0.21 0.15 -0.04
H -3.367172 -0.304555 -1.228705 1.12 0.90 0.32
H -3.033878 1.129241 -0.224236 -0.20 0.19 0.33
H -3.311007 1.100371 -3.131041 -0.12 0.40 0.26
H -1.856081 3.842099 -5.363337 -0.29 -0.74 0.15
H -3.340388 3.581696 -4.475151 0.65 -0.61 0.06
H -2.960533 2.481322 -5.788094 0.69 0.12 0.79
H 0.242859 3.009761 -4.515441 0.05 0.22 -0.08
H 2.378719 2.523192 -3.597741 -0.53 -0.08 -0.18
H 2.381619 1.210464 -2.427359 0.31 0.02 0.00
H 2.204596 2.868802 -1.894387 -0.19 -0.18 -0.12
H -0.567027 -0.721000 2.106609 0.28 -0.12 -0.13
H -2.264467 -0.842655 2.395143 -0.34 -0.05 0.04
H -1.186750 -0.346573 3.734325 -0.28 0.15 -0.99
H -3.084585 1.477928 3.663026 0.29 0.65 -0.46
```
Positions in Å, forces in eV/Å.

***

Entry 4:
The following is a quantum chemistry calculation of a cluster of 2 separate species, C2H7N4 in total in a non-equilibrium geometry, from the OMol25 dataset.

Calculated values
energy above the lowest of the compared OMol25 structures with the same formula, charge and spin	253.5	kJ/mol
gap between HOMO and LUMO (spin up / spin down)	8.25 / 7.71	eV
max |F|	3.65	eV Å⁻¹
multiplicity	3
charge	+1
<S²>	2.254
LUMO energy (spin up / spin down)	-6.76 / -7.52	eV
E_HOMO (spin up / spin down)	-15.01 / -15.23	eV

The geometry in XYZ format:
```
13
Properties=species:S:1:pos:R:3:forces:R:3
C 1.272910 -0.277568 -0.222758 2.10 0.00 0.18
C -2.408208 -0.077683 0.468573 -1.79 2.06 2.42
N 0.360166 -0.496023 0.685125 -2.25 0.66 0.79
N -1.374285 0.685574 0.072802 2.33 -0.10 -0.11
N 2.428954 -1.022170 -0.142718 -2.92 1.23 -1.67
N 1.142886 0.719076 -1.091219 1.73 -0.64 -1.66
H -2.566820 0.096195 1.609076 0.28 -0.57 -1.32
H -2.134123 -1.053445 0.246071 -0.30 -2.32 -0.31
H -3.368495 0.299902 0.036264 0.56 -0.37 -0.17
H 2.821519 -1.354581 0.670619 0.18 -0.93 2.42
H 3.110172 -0.757751 -0.778472 1.45 0.38 -1.59
H 0.223264 1.111374 -1.177683 -0.13 0.23 -0.29
H 1.834078 0.751979 -1.886662 -1.23 0.37 1.32
```
Positions in Å, forces in eV/Å.